(1)
ORCA calculation (ωB97M-V/def2-TZVPD) on CH2IO3S as an isolated structure in a non-equilibrium geometry.

The geometry in XYZ format:
```
8
Properties=species:S:1:pos:R:3:forces:R:3
C -0.73728 0.00443 -0.76006 6.2 0.3 1.0
O 1.57571 -1.10332 0.20974 -0.4 0.0 0.7
O 1.07493 1.01992 1.29463 -0.8 -0.8 -0.2
O -0.43277 -0.90110 1.69786 0.4 -0.2 0.6
S 0.54878 -0.26858 0.83339 -0.8 -0.3 -2.2
I 0.29422 1.65468 -1.61257 -0.3 0.3 -1.3
H -0.84683 -0.83477 -1.38558 -0.1 -0.8 -0.5
H -1.47676 0.42874 -0.27740 -4.2 1.6 1.9
```
Forces are in eV/Å.

Relative energy (zero: lowest compared OMol25 entry of this formula, charge and spin): 23.80 kcal per mole
Multiplicity: 1
Net charge: -1
E_tot: -960.94640 hartree
Gap between HOMO and LUMO: 0.2844 Eh

Partial charges, Mulliken, in e: number 1, C, carries -0.934; number 2, O, carries -0.613; number 3, O, carries -0.581; number 4, O, carries -0.624; number 5, S, carries 1.049; number 6, I, carries -0.056; number 7, H, carries 0.381; number 8, H, carries 0.379

***

(2)
ORCA calculation (ωB97M-V/def2-TZVPD) on a 2-piece molecular cluster, C2H7N4S overall in a non-equilibrium geometry.

The geometry in XYZ format:
```
14
Properties=species:S:1:pos:R:3:forces:R:3
C -3.64753 0.98490 0.51552 1.3 0.0 -1.6
C 1.15227 -0.39229 -0.39315 -0.3 -0.1 -1.9
N -3.27818 -0.15096 0.07200 -0.2 -0.1 0.2
N -2.84684 -1.11147 -0.49824 -1.3 0.4 0.2
N 2.22065 -0.33790 0.36804 0.2 0.7 -1.7
N 3.33672 0.42553 0.06220 3.7 0.7 3.2
S -0.20520 -1.22417 0.11513 0.0 -0.1 0.4
H -3.05513 1.78232 0.99797 0.4 -1.4 0.7
H -4.40498 1.51080 -0.04045 -1.0 -0.6 -0.2
H 1.17490 0.01748 -1.51404 0.5 -0.6 2.7
H 2.19475 -0.61251 1.32532 -0.4 -0.4 0.5
H -3.22836 -2.11536 -0.31438 0.7 2.0 0.5
H 4.21602 0.24915 0.79106 -3.3 0.3 -2.8
H 3.65602 0.45954 -0.88955 -0.2 -0.6 -0.3
```
Forces are in eV/Å.

Relative energy (zero: lowest compared OMol25 entry of this formula, charge and spin): 117.05 kcal per mole
Multiplicity: 1
Net charge: +1
E_tot: -697.15948 hartree
Gap between HOMO and LUMO: 0.2184 Eh

Partial charges, Mulliken, in e: number 1, C, carries -0.177; number 2, C, carries 0.023; number 3, N, carries 0.441; number 4, N, carries -0.401; number 5, N, carries 0.150; number 6, N, carries -0.666; number 7, S, carries -0.394; number 8, H, carries 0.307; number 9, H, carries 0.290; number 10, H, carries 0.247; number 11, H, carries 0.246; number 12, H, carries 0.364; number 13, H, carries 0.302; number 14, H, carries 0.267

***

(3)
ORCA calculation (ωB97M-V/def2-TZVPD) on an isolated ion of composition C2H6NO2 and charge +1 in a non-equilibrium geometry.

The geometry in XYZ format:
```
11
Properties=species:S:1:pos:R:3:forces:R:3
C -2.02107 0.34096 -0.01207 0.6 -0.7 -1.0
C 1.97481 0.11851 0.00029 -0.5 -4.9 3.1
N -0.36557 -0.42934 0.01809 -2.8 6.5 0.9
O -0.26405 -1.59590 0.10723 0.6 -6.0 0.3
O 0.57232 0.45688 -0.22172 1.0 1.5 -1.5
H -2.14313 1.34914 0.49070 1.2 -1.3 -0.5
H -2.61249 -0.45607 0.40717 0.0 -0.1 0.4
H -2.03091 0.25960 -1.11110 -0.2 0.7 0.5
H 2.05960 0.08090 1.15198 0.4 0.3 -1.9
H 2.54318 0.85470 -0.44912 0.8 1.6 -0.9
H 2.28730 -0.97937 -0.38146 -1.0 2.6 0.5
```
Forces are in eV/Å.

Relative energy (zero: lowest compared OMol25 entry of this formula, charge and spin): 10.80 kcal per mole
Multiplicity: 3
Net charge: +1
E_tot: -284.45671 hartree
Gap between HOMO and LUMO (alpha / beta): 0.3419 / 0.2639 Eh

Partial charges, Mulliken, in e: number 1, C, carries -0.416; number 2, C, carries -0.508; number 3, N, carries 0.501; number 4, O, carries -0.213; number 5, O, carries -0.149; number 6, H, carries 0.311; number 7, H, carries 0.292; number 8, H, carries 0.337; number 9, H, carries 0.311; number 10, H, carries 0.271; number 11, H, carries 0.264

***

(4)
ORCA calculation (ωB97M-V/def2-TZVPD) on a 4-piece molecular cluster, C7H23BN5O7 overall in a non-equilibrium geometry.

The geometry in XYZ format:
```
43
Properties=species:S:1:pos:R:3:forces:R:3
C 3.14251 -1.52699 0.85996 -0.1 -0.1 -0.3
C 2.03303 -0.82545 0.08533 0.0 -0.1 0.7
C 1.11386 -0.02271 0.99768 0.7 -0.4 -0.3
N 0.22827 -0.93552 1.73309 -0.1 -0.1 -0.5
N -1.13948 -0.47154 1.79050 -0.3 -0.1 0.7
B -2.15321 -1.57457 1.31037 -0.1 -0.3 -0.7
C -3.39933 -1.19804 0.49199 0.3 0.3 0.2
O -1.84975 -2.84015 1.63627 -0.4 0.1 1.0
H 2.82324 -2.48551 1.24742 -0.2 -0.2 0.3
H 3.98492 -1.71823 0.21104 0.3 -0.1 -0.1
H 3.50030 -0.91522 1.67776 0.2 0.2 0.2
H 1.41885 -1.57560 -0.39886 -0.1 0.0 -0.5
H 2.47382 -0.14377 -0.63090 0.0 0.1 -0.3
H 1.72975 0.55640 1.67206 0.0 0.4 0.3
H 0.55355 0.66649 0.38201 -0.5 0.2 0.1
H 0.56199 -1.16210 2.65872 -0.1 0.1 0.1
H -1.41114 -0.22685 2.74979 0.1 0.3 0.0
H -1.24103 0.39577 1.25835 0.1 0.0 -0.1
H -4.24086 -1.70794 0.94503 -0.3 -0.1 0.1
H -3.61038 -0.13862 0.41773 -0.1 0.2 -0.1
H -3.30484 -1.62330 -0.50168 0.1 -0.1 -0.3
H -1.93963 -3.01796 2.58852 0.5 -0.4 -0.4
C -7.25098 0.49537 -0.96033 0.0 -0.1 0.1
N -6.31843 1.52340 -0.41718 0.0 0.1 0.1
O -5.91047 1.38150 0.72388 0.0 -0.1 -0.2
O -6.02977 2.44267 -1.15058 0.0 -0.1 0.1
H -7.41916 -0.25461 -0.19739 0.0 0.0 0.0
H -8.17333 1.00241 -1.22463 0.0 0.0 -0.1
H -6.78502 0.06889 -1.84315 0.0 0.1 -0.1
C 0.98824 4.97721 -0.42684 0.1 0.1 -0.1
N 1.24576 3.59313 0.05752 0.1 -0.1 0.0
O 2.24949 3.02836 -0.31825 -0.2 0.0 0.0
O 0.42097 3.10292 0.81360 -0.1 0.1 -0.1
H 1.80161 5.26583 -1.08048 0.0 -0.1 0.0
H 0.03945 4.96508 -0.95407 -0.1 0.0 0.1
H 0.93294 5.62035 0.44588 -0.1 0.0 0.0
C 5.36959 -2.19963 -2.81724 -0.1 0.0 0.1
N 6.44893 -1.97696 -1.81403 0.1 0.0 0.1
O 6.13579 -1.52051 -0.72744 0.0 -0.1 -0.2
O 7.57300 -2.26830 -2.15420 -0.1 0.0 0.1
H 4.42482 -1.89747 -2.38123 0.0 0.0 0.0
H 5.61094 -1.60204 -3.69042 0.1 0.0 0.0
H 5.37119 -3.25619 -3.06555 0.1 0.0 0.0
```
Forces are in eV/Å.

Multiplicity: 1
Net charge: +1
E_tot: -1105.31636 hartree
Gap between HOMO and LUMO: 0.3541 Eh

Partial charges, Mulliken, in e: number 1, C, carries -0.930; number 2, C, carries -0.457; number 3, C, carries -0.445; number 4, N, carries -0.212; number 5, N, carries -0.228; number 6, B, carries 0.189; number 7, C, carries -0.787; number 8, O, carries -0.408; number 9, H, carries 0.307; number 10, H, carries 0.084; number 11, H, carries 0.368; number 12, H, carries 0.223; number 13, H, carries 0.377; number 14, H, carries 0.339; number 15, H, carries 0.241; number 16, H, carries 0.321; number 17, H, carries 0.348; number 18, H, carries 0.365; number 19, H, carries 0.282; number 20, H, carries 0.302; number 21, H, carries 0.378; number 22, H, carries 0.343; number 23, C, carries -0.698; number 24, N, carries 0.842; number 25, O, carries -0.518; number 26, O, carries -0.503; number 27, H, carries 0.306; number 28, H, carries 0.301; number 29, H, carries 0.279; number 30, C, carries -0.722; number 31, N, carries 0.826; number 32, O, carries -0.495; number 33, O, carries -0.509; number 34, H, carries 0.316; number 35, H, carries 0.291; number 36, H, carries 0.298; number 37, C, carries -0.566; number 38, N, carries 0.887; number 39, O, carries -0.538; number 40, O, carries -0.523; number 41, H, carries 0.145; number 42, H, carries 0.290; number 43, H, carries 0.291

***

(5)
ORCA calculation (ωB97M-V/def2-TZVPD) on C5H6O2 as an isolated structure.

The geometry in XYZ format:
```
13
Properties=species:S:1:pos:R:3:forces:R:3
O 0.53309 -1.59990 -0.67207 0.0 -0.1 0.2
C 0.97360 -0.28629 -0.84686 0.2 0.2 -0.1
C -0.09337 0.80612 -0.56932 -0.1 0.1 -0.2
C -1.45009 0.47729 -0.64254 0.0 0.1 0.0
O -1.74261 -0.14089 0.47086 0.0 0.0 -0.1
C -0.51773 0.18783 1.15068 0.1 -0.2 0.5
C -0.07472 -0.04994 2.30082 0.0 0.1 -0.3
H 0.41666 -1.74340 0.27899 0.0 -0.1 -0.1
H 1.84681 -0.04989 -0.22124 -0.1 0.0 -0.1
H 1.26898 -0.20390 -1.89815 0.0 0.0 0.2
H 0.21956 1.75950 -1.00493 0.0 -0.1 0.1
H -2.26638 0.69439 -1.32617 0.1 0.0 0.1
H 0.82848 0.09357 2.86728 -0.1 0.0 -0.1
```
Forces are in eV/Å.

Relative energy (zero: lowest compared OMol25 entry of this formula, charge and spin): 148.02 kcal per mole
Multiplicity: 1
E_tot: -344.36602 hartree
Gap between HOMO and LUMO (alpha / beta): 0.2582 / 0.2581 Eh

Partial charges, Mulliken, in e: number 1, O, carries -0.547; number 2, C, carries -0.441; number 3, C, carries -0.238; number 4, C, carries 0.048; number 5, O, carries -0.219; number 6, C, carries -0.160; number 7, C, carries -0.552; number 8, H, carries 0.378; number 9, H, carries 0.288; number 10, H, carries 0.380; number 11, H, carries 0.380; number 12, H, carries 0.421; number 13, H, carries 0.259

***

(6)
ORCA calculation (ωB97M-V/def2-TZVPD) on C12H19NO2 as an isolated structure in a non-equilibrium geometry.

The geometry in XYZ format:
```
34
Properties=species:S:1:pos:R:3:forces:R:3
C -2.44021 0.77761 -4.23408 2.8 10.9 1.4
C -1.85717 0.35066 -3.06594 5.0 -2.8 4.3
C -2.55565 0.11358 -1.99565 1.4 -1.8 6.3
C -2.01486 -0.32091 -0.68198 -2.4 0.8 -0.5
C -0.68615 -0.44341 -0.55532 0.7 -4.4 4.8
C 0.10612 -0.46736 -1.62083 4.7 0.8 -2.3
C -0.51671 -0.05368 -2.70247 2.7 3.3 -10.0
H 0.29272 0.27432 -3.78238 -2.2 -1.4 3.2
H 1.30168 -0.63312 -1.68865 -3.3 0.2 0.6
C -0.03284 -1.14874 0.66225 6.7 0.8 -4.6
N 1.15381 -0.34894 1.13090 -4.4 4.0 -0.6
C 0.59417 1.08311 1.56189 -8.2 -4.9 -2.4
H -0.23930 1.61209 0.74997 2.7 -1.9 1.5
C -0.45754 0.98126 2.74289 -0.2 3.0 1.8
O -0.95757 2.45328 3.04279 -12.9 -11.3 -5.6
H -0.31763 2.86253 3.25991 13.5 8.5 4.6
H -0.08882 0.72018 3.74000 0.7 -0.3 -0.3
H -1.41096 0.37530 2.71522 1.2 0.8 -1.1
H 1.29311 1.75492 1.56737 4.3 3.6 1.1
C 1.89192 -0.92698 2.19882 4.9 7.8 -2.0
C 3.10554 -1.43660 1.45269 -2.2 -10.4 7.4
O 3.67807 -0.85241 0.56530 0.8 9.1 -10.5
H 2.93108 -0.28652 0.03855 2.1 -1.6 1.3
H 2.66135 -2.60844 1.02060 0.8 2.2 1.1
H 4.05446 -1.67487 1.98881 -1.4 -1.1 1.8
H 1.36766 -1.49672 2.77442 -2.7 -4.1 3.6
H 2.19651 0.11165 2.84416 -0.3 -3.0 -1.1
H -0.65452 -1.47689 1.29505 -5.2 -1.2 5.7
H 0.52677 -2.18882 0.55568 -1.2 1.7 -1.4
H -2.67204 -0.55021 0.23608 0.8 0.6 -1.8
H -3.50112 0.34276 -1.91697 -5.3 1.0 -0.1
H -3.24975 1.48232 -4.00844 -0.3 -0.6 -0.2
H -1.69266 1.49239 -4.76193 -1.0 -1.2 0.4
H -2.64310 0.09985 -4.81102 -2.6 -7.2 -6.4
```
Forces are in eV/Å.

Relative energy (zero: lowest compared OMol25 entry of this formula, charge and spin): 278.31 kcal per mole
Multiplicity: 1
E_tot: -673.44070 hartree
Gap between HOMO and LUMO: 0.3515 Eh

Partial charges, Mulliken, in e: number 1, C, carries -1.568; number 2, C, carries 0.507; number 3, C, carries -0.636; number 4, C, carries -0.394; number 5, C, carries 1.221; number 6, C, carries -0.263; number 7, C, carries -0.388; number 8, H, carries -0.040; number 9, H, carries 0.035; number 10, C, carries -1.820; number 11, N, carries 0.239; number 12, C, carries -1.169; number 13, H, carries 0.183; number 14, C, carries -0.199; number 15, O, carries -0.485; number 16, H, carries 0.187; number 17, H, carries 0.317; number 18, H, carries 0.198; number 19, H, carries 0.879; number 20, C, carries -0.747; number 21, C, carries -0.459; number 22, O, carries -0.420; number 23, H, carries 0.319; number 24, H, carries 0.122; number 25, H, carries 0.373; number 26, H, carries 0.469; number 27, H, carries 0.394; number 28, H, carries 0.778; number 29, H, carries 0.479; number 30, H, carries 0.206; number 31, H, carries 0.542; number 32, H, carries 0.380; number 33, H, carries 0.350; number 34, H, carries 0.410

***

(7)
ORCA calculation (ωB97M-V/def2-TZVPD) on a 2-piece molecular cluster, CCl3FS2 overall in a non-equilibrium geometry.

The geometry in XYZ format:
```
7
Properties=species:S:1:pos:R:3:forces:R:3
C -0.17157 0.87577 -1.18308 -1.7 0.0 1.9
F -0.64529 -0.36336 -1.00357 0.2 0.2 -0.3
S 1.64308 -0.92812 2.17556 -0.4 -1.0 0.7
S 0.99557 -2.38278 3.29599 0.0 1.4 -0.1
Cl 0.96892 1.07637 -2.33548 1.1 0.1 -1.3
Cl -1.39770 2.07352 -0.91927 0.4 -0.3 -0.2
Cl -0.00297 -1.50953 4.94895 0.4 -0.4 -0.6
```
Forces are in eV/Å.

Relative energy (zero: lowest compared OMol25 entry of this formula, charge and spin): 46.74 kcal per mole
Multiplicity: 1
E_tot: -2314.83482 hartree
Gap between HOMO and LUMO (alpha / beta): 0.3104 / 0.2346 Eh

Partial charges, Mulliken, in e: number 1, C, carries 0.363; number 2, F, carries -0.164; number 3, S, carries -0.042; number 4, S, carries 0.182; number 5, Cl, carries -0.082; number 6, Cl, carries -0.113; number 7, Cl, carries -0.144

***

(8)
ORCA calculation (ωB97M-V/def2-TZVPD) on a 2-piece molecular cluster, C5H13NO overall.

The geometry in XYZ format:
```
20
Properties=species:S:1:pos:R:3:forces:R:3
N 0.41718 0.38111 -0.44458 0.1 0.1 -0.4
C -0.42718 -0.49976 -1.27784 -0.1 0.0 0.6
C -1.87303 -0.10316 -0.94902 0.5 -0.2 0.1
C -1.74622 0.16022 0.55478 0.1 -0.2 -0.4
C -0.36126 0.79481 0.73921 0.1 -0.2 0.5
C 0.30958 0.35764 2.03529 -0.6 -0.2 0.5
H 0.68811 1.18612 -0.99556 -0.1 0.0 0.1
H -0.10087 -0.40893 -2.30870 -0.2 -0.1 -0.2
H -0.30180 -1.53430 -0.93870 0.2 0.0 -0.2
H -2.56261 -0.92919 -1.11864 -0.1 0.2 -0.3
H -2.15728 0.78928 -1.50932 -0.2 0.0 0.1
H -1.79149 -0.79960 1.07931 0.1 0.0 0.0
H -2.54107 0.77151 0.94016 -0.3 0.3 0.2
H -0.44851 1.88261 0.78452 0.0 0.1 -0.3
H -0.38225 0.45982 2.88402 0.0 0.2 -0.2
H 1.18437 0.95724 2.27150 0.2 -0.1 -0.1
H 0.54666 -0.70654 2.02341 0.3 0.0 -0.2
H 2.10222 -0.48592 -0.63621 0.2 0.0 0.3
H 3.54428 -0.53791 -0.07648 0.0 0.1 0.1
O 2.96852 -0.93247 -0.73121 -0.1 -0.2 -0.3
```
Forces are in eV/Å.

Relative energy (zero: lowest compared OMol25 entry of this formula, charge and spin): 10.90 kcal per mole
Multiplicity: 1
E_tot: -328.30147 hartree
Gap between HOMO and LUMO: 0.3758 Eh

Partial charges, Mulliken, in e: number 1, N, carries -0.430; number 2, C, carries -0.632; number 3, C, carries -0.562; number 4, C, carries -0.800; number 5, C, carries 0.245; number 6, C, carries -1.499; number 7, H, carries 0.285; number 8, H, carries 0.412; number 9, H, carries 0.251; number 10, H, carries 0.330; number 11, H, carries 0.307; number 12, H, carries 0.316; number 13, H, carries 0.395; number 14, H, carries 0.219; number 15, H, carries 0.388; number 16, H, carries 0.351; number 17, H, carries 0.335; number 18, H, carries 0.486; number 19, H, carries 0.304; number 20, O, carries -0.699